{"formula": "C3H13N2O", "method": "ωB97M-V with the def2-TZVPD basis set", "symbols": ["C", "C", "C", "N", "N", "H", "H", "H", "H", "H", "H", "H", "H", "H", "H", "H", "H", "H", "O"], "coordinates": [[0.22093, -0.44818, -1.20896], [-1.08815, 0.34070, -1.25692], [-1.29496, 1.32641, -0.09546], [-1.21453, 0.70685, 1.24819], [0.26392, -1.39266, -0.01277], [1.09415, 0.19249, -1.13628], [0.22056, -1.10466, -2.06478], [-1.89225, -0.35876, -1.45628], [-0.93090, 0.99483, -2.11964], [-0.46166, 2.01724, -0.16231], [-2.25771, 1.81682, -0.20402], [-2.16204, 0.58505, 1.59759], [-0.79379, 1.37595, 1.88535], [0.56645, -0.86373, 0.80375], [-0.69105, -1.72414, 0.16974], [0.86516, -2.17564, -0.23412], [3.16320, -0.96144, 2.00323], [3.57900, 0.02372, 0.89850], [2.81369, -0.35086, 1.34517]], "lowdin_charge": [-0.133, -0.178, -0.241, -0.002, 0.175, 0.130, 0.125, 0.117, 0.126, 0.116, 0.116, 0.082, 0.082, 0.106, 0.162, 0.158, 0.055, 0.054, -0.049], "homo_ev": -13.72, "e_tot_ha": -306.620363, "relative_energy_ev": 0.4171, "homo_lumo_gap_ev": 10.700, "charge": 1, "largest_force_ev_per_a": 1.20}